Record 1
Below is a structure of composition C3H12ClCrN6O3 at a distorted geometry, with properties calculated with ωB97M-V/def2-TZVPD.

The geometry in ORCA input format:
```
! wB97M-V def2-TZVPD RIJCOSX def2/J DEFGRID3
* xyz 2 6
Cr 0.27 -2.25 -0.33
Cl -1.38 -0.19 -0.90
C 2.13 -0.96 -2.58
O 1.92 -1.71 -1.62
N 1.38 -0.01 -2.94
N 3.22 -0.89 -3.26
H 1.66 0.75 -3.55
H 0.46 -0.03 -2.53
H 3.90 -1.49 -2.82
H 3.39 -0.19 -3.97
C -4.44 0.45 1.66
O -5.28 0.69 2.52
N -3.52 1.29 1.38
N -4.50 -0.52 0.83
H -3.37 2.07 2.00
H -2.86 1.08 0.64
H -5.25 -1.18 0.92
H -3.89 -0.49 0.03
C 1.89 0.06 1.60
O 1.42 -0.94 1.06
N 1.29 1.24 1.43
N 2.94 0.04 2.32
H 0.37 1.14 1.03
H 1.67 2.12 1.76
H 3.30 -0.88 2.49
H 3.31 0.83 2.84
*
```

The HOMO-LUMO gap (spin up / spin down) comes out at 7.82 / 5.44 eV.

Results of the natural (NBO) charge analysis, in e, for atoms 1 through 8:
1 Cr 1.6624
2 Cl -0.8375
3 C 0.7842
4 O -0.7864
5 N -0.7757
6 N -0.7669
7 H 0.4182
8 H 0.4144

***

Record 2
Below is a structure of composition C3H12F6MnN3O9S2 at a distorted geometry, with properties calculated with ωB97M-V/def2-TZVPD.

The geometry in ORCA input format:
```
! wB97M-V def2-TZVPD RIJCOSX def2/J DEFGRID3
* xyz 1 6
Mn -7.48 6.11 -11.23
C -4.78 4.24 -8.84
F -3.99 3.20 -8.51
F -5.95 4.12 -8.21
F -4.22 5.48 -8.62
S -4.98 3.99 -10.78
O -4.17 5.09 -11.36
O -4.44 2.67 -11.14
N -6.72 4.21 -11.06
S -7.54 2.84 -10.81
O -6.89 1.80 -10.02
O -8.93 3.19 -10.46
C -7.71 2.07 -12.62
F -8.54 2.84 -13.33
F -6.53 2.08 -13.28
F -8.23 0.83 -12.51
O -6.24 6.31 -13.04
H -6.16 6.82 -13.85
H -5.46 5.75 -13.03
O -6.05 7.14 -10.04
H -6.53 7.54 -9.31
H -5.44 7.82 -10.33
O -8.92 6.17 -9.66
H -9.18 5.42 -9.14
H -9.71 6.70 -9.74
O -9.07 5.35 -12.64
H -8.89 5.04 -13.53
H -10.01 5.18 -12.52
C -8.93 9.04 -11.64
O -8.39 8.01 -11.56
N -9.83 9.20 -12.57
N -8.89 10.11 -10.95
H -9.66 8.92 -13.53
H -10.48 9.94 -12.38
H -8.35 10.11 -10.09
H -9.18 11.00 -11.31
*
```

The HOMO-LUMO gap (spin up / spin down) comes out at 9.62 / 10.17 eV.

Results of the natural (NBO) charge analysis, in e, for atoms 1 through 8:
1 Mn 1.5507
2 C 0.8019
3 F -0.2788
4 F -0.3019
5 F -0.3019
6 S 2.0650
7 O -0.9227
8 O -0.8284

***

Record 3
Below is a cluster of 9 separate species, C3H12F9O15S3 in total at a distorted geometry, with properties calculated with ωB97M-V/def2-TZVPD.

The geometry in ORCA input format:
```
! wB97M-V def2-TZVPD RIJCOSX def2/J DEFGRID3
* xyz -3 1
C -2.61 -5.31 3.37
F -3.95 -5.61 3.29
F -2.25 -5.56 4.64
F -2.02 -6.16 2.52
S -2.21 -3.52 2.89
O -3.29 -2.69 3.40
O -0.94 -3.31 3.52
O -2.17 -3.54 1.43
C 0.26 3.62 -3.38
F 1.39 3.81 -2.69
F -0.49 2.77 -2.67
F -0.36 4.81 -3.48
S 0.60 2.99 -5.13
O -0.67 3.04 -5.80
O 1.62 3.96 -5.57
O 1.12 1.63 -5.00
C 0.85 1.09 0.68
F 1.86 0.47 0.06
F 1.35 1.77 1.75
F 0.35 1.99 -0.15
S -0.38 -0.16 1.43
O -1.33 -0.38 0.36
O 0.44 -1.31 1.80
O -0.92 0.52 2.61
O 1.96 -2.69 -2.08
H 2.31 -1.80 -1.93
H 2.40 -3.24 -1.41
O -1.74 3.01 3.45
H -1.35 2.27 2.93
H -1.12 3.73 3.34
O -2.27 -0.70 -2.23
H -1.74 -0.67 -1.41
H -2.97 -0.06 -2.07
O 0.93 -3.96 1.42
H 1.72 -3.53 1.07
H 0.27 -3.25 1.47
O 1.37 5.18 1.46
H 1.65 4.55 2.13
H 1.96 5.02 0.71
O 3.51 0.06 -2.43
H 3.66 0.23 -1.50
H 3.23 0.91 -2.80
*
```

The HOMO-LUMO gap comes out at 7.51 eV.

Results of the natural (NBO) charge analysis, in e, for atoms 1 through 8:
1 C 0.6801
2 F -0.3652
3 F -0.3448
4 F -0.3310
5 S 2.3323
6 O -0.9993
7 O -0.9841
8 O -0.9851